# 1
{"formula": "Br5Hf", "method": "the ωB97M-V functional and the def2-TZVPD basis", "spin_multiplicity": 2, "de_lowest_ev": 0.409, "largest_force_ha_per_bohr": 0.082, "e_lumo_ev": [-2.502, -6.542], "homo_lumo_gap_ev": [7.84, 3.23], "s2": 0.76, "elements": ["Hf", "Br", "Br", "Br", "Br", "Br"], "positions_angstrom": [[11.91012, 11.34269, -15.78476], [11.84276, 11.08366, -18.62940], [12.30076, 11.56938, -13.00879], [12.24229, 8.47878, -15.50387], [9.04875, 11.11575, -15.54807], [11.35205, 14.22493, -15.95140]]}

***

# 2
{"formula": "C25H32Cl2IrN5O3S2", "method": "the ωB97M-V functional and the def2-TZVPD basis", "spin_multiplicity": 2, "charge": 1, "de_lowest_ev": 3.379, "largest_force_ha_per_bohr": 0.047, "e_lumo_ev": [-5.191, -4.451], "homo_lumo_gap_ev": [5.77, 6.56], "s2": 0.82, "elements": ["Ir", "Cl", "Cl", "S", "S", "O", "O", "O", "N", "N", "N", "N", "N", "C", "C", "C", "C", "C", "C", "C", "C", "C", "C", "C", "C", "C", "C", "C", "C", "C", "C", "C", "C", "C", "C", "C", "C", "C", "H", "H", "H", "H", "H", "H", "H", "H", "H", "H", "H", "H", "H", "H", "H", "H", "H", "H", "H", "H", "H", "H", "H", "H", "H", "H", "H", "H", "H", "H", "H", "H"], "positions_angstrom": [[-0.37181, -0.84745, -0.82772], [1.16784, -2.83030, -3.31718], [-0.50312, -0.41050, -3.66848], [-0.65651, 1.53022, -0.80029], [0.81939, 3.37495, -2.55941], [-2.75496, -0.59378, -1.12051], [0.79538, -2.04871, 0.56672], [-1.14924, -4.75036, -1.76233], [-2.58470, -0.46650, 1.65116], [-1.71683, -2.53299, -1.39901], [1.85275, 1.16341, -1.59691], [-1.41424, -1.11120, 1.22945], [1.73802, -0.08281, -1.06732], [-2.83080, -1.80709, -1.41488], [-1.96976, -3.87552, -1.70222], [1.66314, 3.96031, 0.75420], [-2.56902, 0.40274, 2.84430], [2.91176, -2.08820, -0.50720], [1.66215, 4.79201, -0.36395], [-2.21233, 1.85010, 2.48975], [-3.99350, 0.33368, 3.39513], [4.02923, -2.86028, -0.84976], [1.07095, 4.37475, 1.94022], [2.16929, 4.28710, -1.68912], [4.14992, 0.09016, -0.95339], [-1.59320, -0.14360, 3.88272], [1.91976, -4.09922, 0.47809], [2.87187, -0.69263, -0.84215], [-3.47808, -4.02985, -1.92031], [1.08466, 6.05445, -0.26890], [0.54833, -1.63656, -4.45241], [3.00164, -4.83152, 0.09121], [1.82817, -2.71117, 0.17313], [0.47587, 5.62604, 2.01941], [-4.04986, -2.61081, -1.77783], [0.80418, 1.88188, -1.61395], [0.50398, 6.47395, 0.92009], [4.07342, -4.20828, -0.58400], [4.84838, -2.40147, -1.38816], [-4.47789, -2.22029, -2.70093], [-1.73010, -1.21937, 4.02251], [4.92210, -4.79676, -0.90522], [4.97153, -0.42047, -0.46058], [-4.08652, 0.94723, 4.29378], [1.08540, 6.70916, -1.13398], [-4.70922, 0.69832, 2.65353], [3.03161, -5.89511, 0.29048], [-4.80564, -2.51566, -0.99924], [-3.85589, -4.71975, -1.16739], [2.41834, 5.09995, -2.36863], [-3.11708, -0.12337, 0.86747], [-2.19135, 2.46221, 3.39435], [1.07959, -4.54752, 0.99327], [-1.78183, 0.33868, 4.84106], [-0.01239, 5.93925, 2.93351], [2.12615, 2.98017, 0.69555], [-1.23292, 1.90607, 2.00574], [1.06933, 3.71725, 2.80199], [4.01477, 1.06661, -0.49573], [-3.65060, -4.47996, -2.89541], [-4.24645, -0.69672, 3.64677], [-1.59301, -2.09534, 1.06444], [1.38508, -1.11685, -4.89730], [3.00416, 3.59836, -1.59347], [-0.67086, -1.04162, 1.91239], [-0.55009, 0.06009, 3.61770], [4.39529, 0.26263, -2.00494], [-2.95466, 2.27401, 1.80830], [-0.04316, -2.15772, -5.19254], [0.06417, 7.46160, 0.98434]]}

***

# 3
{"formula": "C5H11NO", "method": "the ωB97M-V functional and the def2-TZVPD basis", "de_lowest_ev": 2.597, "largest_force_ha_per_bohr": 0.045, "smiles": "C=NC(=C)CC.O", "e_lumo_ev": 0.915, "homo_lumo_gap_ev": 9.98, "elements": ["O", "N", "C", "C", "C", "C", "C", "H", "H", "H", "H", "H", "H", "H", "H", "H", "H", "H"], "positions_angstrom": [[-0.95397, 1.51249, 2.55446], [0.04323, -0.53004, 0.77348], [0.13993, -1.71627, 1.19084], [2.12725, -0.12268, -0.28343], [0.80254, -0.18381, -0.39591], [-0.04598, 0.37923, -1.50644], [-1.52936, 0.14970, -1.37907], [-1.89859, 0.45549, -0.40031], [-0.70120, 2.37973, 2.85629], [-0.44266, -2.01433, 2.06072], [2.83344, -0.69182, 0.31044], [-1.82841, -0.87640, -1.62457], [2.75438, 0.33188, -1.05727], [-0.21626, 0.99342, 2.20358], [0.11408, 1.46401, -1.40647], [0.26572, 0.23518, -2.54228], [0.67650, -2.52711, 0.69760], [-2.14063, 0.76131, -2.05168]]}

***

# 4
{"formula": "C19H29BClF12NO9P", "method": "the ωB97M-V functional and the def2-TZVPD basis", "charge": -1, "largest_force_ha_per_bohr": 0.027, "e_lumo_ev": 2.007, "homo_lumo_gap_ev": 5.93, "elements": ["Cl", "P", "F", "F", "F", "F", "F", "F", "F", "F", "F", "F", "F", "F", "O", "O", "O", "O", "O", "O", "O", "O", "O", "N", "C", "C", "C", "C", "C", "C", "C", "C", "C", "C", "C", "C", "C", "C", "C", "C", "C", "C", "C", "B", "H", "H", "H", "H", "H", "H", "H", "H", "H", "H", "H", "H", "H", "H", "H", "H", "H", "H", "H", "H", "H", "H", "H", "H", "H", "H", "H", "H", "H"], "positions_angstrom": [[0.08942, -3.05004, -0.39919], [-3.13940, -4.66906, -2.24890], [1.11097, 3.15764, -1.50214], [1.85860, 4.71570, 0.05733], [-1.39964, 0.41155, -6.59427], [-1.65871, -1.73122, -6.72151], [0.52341, -0.55659, 7.68753], [1.20832, 5.24706, -2.07529], [1.96022, 0.57394, 6.53564], [-2.86388, -0.57828, -5.34166], [-0.03336, 3.87539, -3.19478], [3.01128, 2.89257, -0.12728], [2.53091, -1.31837, 7.42312], [3.90133, 4.64320, 0.77922], [-0.38451, 0.23206, -4.13947], [2.29479, 4.48154, 2.88463], [-1.67452, 3.53545, -1.15830], [0.07976, -2.07001, 5.52147], [1.98141, -1.24736, 4.61173], [1.82550, 2.37666, 2.22498], [1.90411, -4.15380, -1.84666], [-0.77222, 5.39879, -0.24909], [-0.09950, -1.96324, -4.53625], [-4.30659, -4.10581, -1.30080], [-0.59300, -0.90695, -4.78119], [2.24196, 3.47697, 2.02543], [2.82859, 3.47839, 5.04766], [-1.99115, -7.22495, -1.35117], [-0.76492, 4.47989, -1.01280], [0.74674, -4.28162, -1.55523], [-1.65100, -0.69928, -5.88683], [1.52794, -0.66082, 6.82476], [-0.22081, -5.27137, -2.11068], [1.73492, -1.90291, 3.33565], [0.53549, 0.13783, -3.02506], [-2.82822, 3.60777, -0.29245], [0.40789, 4.19331, -1.97619], [1.97138, 0.21506, -3.49054], [1.79380, 4.19507, 4.21024], [1.08136, -1.42130, 5.55439], [0.78786, -1.10258, 2.47866], [-3.85048, 4.58593, -0.82488], [2.77338, 3.93842, 0.64984], [-1.67070, -5.60422, -1.37654], [-1.41893, -7.79684, -2.08985], [3.75191, 4.05708, 5.08740], [-4.13177, 4.32306, -1.84446], [-0.33198, -4.90540, -3.14333], [2.63734, 0.21923, -2.62850], [-3.68750, -5.49551, -3.26518], [2.71802, -1.96889, 2.87647], [0.37234, -6.18937, -2.19443], [0.28988, 0.97899, -2.38367], [-3.22214, 2.59496, -0.27623], [1.55207, 5.16960, 4.62777], [0.33958, -0.77978, -2.47212], [-1.67943, -5.18142, -0.24418], [-3.45687, 5.60178, -0.82864], [3.05575, 2.49646, 4.63540], [2.13575, 1.12636, -4.06771], [-3.05529, -7.43933, -1.49712], [-0.20504, -1.05134, 2.92566], [-2.55532, -3.59204, -2.99410], [1.37118, -2.91366, 3.51230], [-4.74213, 4.56278, -0.19959], [-1.74368, -7.63827, -0.36690], [2.45455, 3.34342, 6.06163], [-2.50387, 3.86776, 0.71398], [2.22521, -0.63858, -4.11761], [1.15832, -0.08464, 2.35360], [0.87444, 3.61746, 4.12796], [0.70824, -1.57012, 1.49753], [-5.22033, -4.42973, -1.59344]]}

***

# 5
{"formula": "C25H41CoN3P2", "method": "the ωB97M-V functional and the def2-TZVPD basis", "spin_multiplicity": 5, "charge": 1, "de_lowest_ev": 1.638, "largest_force_ha_per_bohr": 0.069, "e_lumo_ev": [-2.765, -3.980], "homo_lumo_gap_ev": [7.14, 5.82], "s2": 6.04, "elements": ["Co", "P", "P", "N", "N", "N", "C", "C", "C", "C", "C", "C", "C", "C", "C", "C", "C", "C", "C", "C", "C", "C", "C", "C", "C", "C", "C", "C", "C", "C", "C", "H", "H", "H", "H", "H", "H", "H", "H", "H", "H", "H", "H", "H", "H", "H", "H", "H", "H", "H", "H", "H", "H", "H", "H", "H", "H", "H", "H", "H", "H", "H", "H", "H", "H", "H", "H", "H", "H", "H", "H", "H"], "positions_angstrom": [[-2.22566, 0.35765, 0.19435], [-1.77882, 2.44962, -0.61849], [1.08403, 3.00919, -1.75249], [-2.64097, -5.64951, -2.69854], [-2.13748, -1.09471, -1.08733], [-2.32541, -3.23004, -2.27028], [3.29090, -0.34674, 0.63022], [-3.62697, -3.37162, 1.64050], [2.13960, 2.90958, -3.20850], [-2.97190, -0.66112, 2.98370], [1.38511, 1.58515, -0.71475], [2.07886, -0.38312, -2.32756], [-2.31325, -2.71210, 1.66518], [-2.49524, -4.50014, -2.43330], [1.74037, 4.48609, -0.97781], [0.06980, -0.34777, 3.17839], [-0.59350, -1.25312, 2.22347], [-1.35337, 3.73274, 0.64111], [3.19761, -1.50199, -0.33450], [3.80708, 0.91432, -0.12134], [-2.26666, -2.18302, -1.56031], [-3.19994, 3.33666, -1.34144], [-1.09990, -3.36096, 1.42254], [0.94706, 0.35211, -1.57828], [-0.67709, 3.12635, -1.98352], [1.33740, -2.96831, 2.01726], [2.70329, 1.83466, -0.18808], [-2.05158, -1.33743, 2.04532], [2.67098, -1.52334, -1.55516], [-0.94122, -4.77846, 1.01419], [-0.02898, -2.46905, 1.77745], [-3.08167, -1.29493, 3.87687], [-3.79717, -4.12785, 2.43273], [2.68569, -2.47760, -2.11257], [1.66789, 2.36413, -4.03357], [-0.41522, 0.62267, 3.32406], [2.38139, -0.06876, 1.18021], [0.64954, 1.61490, 0.12219], [4.70340, 1.31553, 0.38630], [1.83128, 5.20894, -1.78848], [-3.95742, -0.53836, 2.52367], [2.34306, 3.94265, -3.53205], [0.38145, -0.30399, -0.89095], [1.61315, -3.65363, 1.20735], [-1.08010, 4.68215, 0.15392], [2.73709, 4.27402, -0.58913], [-3.96717, 3.50897, -0.58154], [-1.10105, -5.49934, 1.82904], [1.10055, 4.87539, -0.19027], [-0.53963, 3.41764, 1.30248], [-0.80258, 4.22734, -1.99906], [-2.61210, 0.32827, 3.28937], [2.09956, -2.17465, 2.06475], [-0.92567, 2.74042, -2.99333], [-2.24749, 3.91640, 1.24626], [1.43152, -3.55344, 2.95588], [-4.43135, -2.63362, 1.75397], [3.11633, 2.45411, -2.97120], [0.13785, 0.59150, -2.31030], [4.22644, 0.62790, -1.09502], [1.12456, -0.18163, 2.93860], [2.75451, 0.33251, -2.80580], [-3.75862, -3.89470, 0.68098], [0.06208, -4.94786, 0.61698], [4.00208, -0.64695, 1.42393], [-1.66696, -5.02295, 0.23480], [-2.86460, 4.31600, -1.72639], [1.59410, -0.81439, -3.21848], [0.04844, -0.84990, 4.16141], [-3.61030, 2.76762, -2.18169], [3.68729, -2.42044, 0.01057], [2.75569, 2.55434, 0.62152]]}

***

# 6
{"formula": "C4H4O2", "method": "the ωB97M-V functional and the def2-TZVPD basis", "de_lowest_ev": 1.888, "largest_force_ha_per_bohr": 0.010, "smiles": "O=C1C[C@H]2O[C@@H]12", "e_lumo_ev": 0.958, "homo_lumo_gap_ev": 10.62, "elements": ["O", "O", "C", "C", "C", "C", "H", "H", "H", "H"], "positions_angstrom": [[0.04602, 1.48892, -0.60124], [-1.74132, -1.47973, -0.01234], [0.62718, -0.75536, -0.38631], [-0.90052, -0.65068, -0.15560], [0.69760, 0.60322, 0.29614], [-0.78910, 0.79269, 0.31923], [1.51588, 0.95366, 0.91417], [-1.51698, 1.35627, 0.90351], [1.02019, -0.67881, -1.39757], [1.04106, -1.63018, 0.12002]]}